1.
Entry from the OMol25 dataset: 2 unconnected molecules or ions with the total composition C5H13IN (ωB97M-V with the def2-TZVPD basis set).

Gap between HOMO and LUMO, Ha: 0.35278
LUMO energy, eV: -3.38
Net charge: +1

Last column: Löwdin charge in e.
CARTESIAN COORDINATES (ANGSTROEM)
C -0.795 0.071 2.992  -0.07
C -1.486 0.250 -2.621  -0.05
C -1.677 2.390 -1.449  -0.17
C -0.309 0.600 1.697  -0.28
C -0.982 1.253 -1.958  -0.74
N 1.187 0.531 1.585  0.10
I 1.230 1.331 -1.816  0.90
H -0.564 0.706 3.807  0.07
H -1.976 0.003 2.839  0.16
H -0.435 -0.909 3.094  0.07
H 1.494 0.484 0.516  0.01
H -2.543 -0.020 -2.862  0.11
H -0.961 -0.518 -3.084  0.03
H -1.656 2.460 -0.362  0.06
H -2.697 2.338 -1.792  0.09
H -1.181 3.260 -1.906  0.09
H -0.638 1.711 1.519  0.16
H -0.600 -0.034 0.950  0.08
H 1.565 1.426 2.093  0.21
H 1.483 -0.286 2.179  0.17

---

2.
Entry from the OMol25 dataset: 2 unconnected molecules or ions with the total composition C5H13IN (ωB97M-V with the def2-TZVPD basis set).

Gap between HOMO and LUMO, Ha: 0.32869
LUMO energy, eV: -4.10
Net charge: +1

Last column: Löwdin charge in e.
CARTESIAN COORDINATES (ANGSTROEM)
C 1.236 0.154 -0.904  0.00
C -0.770 -1.217 -0.565  0.02
C -1.907 0.788 0.906  -0.06
C 0.030 1.940 1.254  0.01
C -0.041 -0.008 -0.239  -0.24
N -0.544 0.804 0.633  -0.14
I 2.590 -3.348 -1.379  0.54
H 1.115 0.706 -1.828  0.13
H 1.992 0.694 -0.303  0.11
H 1.655 -0.844 -1.133  -0.04
H -1.111 -1.675 0.302  0.11
H -1.552 -1.010 -1.144  0.07
H -0.069 -1.859 -1.125  0.07
H -2.309 0.361 1.876  0.15
H -2.297 1.826 0.992  0.13
H -2.550 0.376 0.114  0.11
H 1.137 1.631 1.511  0.15
H 0.125 2.881 0.741  0.12
H -0.628 1.952 2.074  0.08
H 3.899 -4.155 -1.783  -0.32

---

3.
Entry from the OMol25 dataset: 2 unconnected molecules or ions with the total composition C5H13IN (ωB97M-V with the def2-TZVPD basis set).

Gap between HOMO and LUMO (alpha / beta), Ha: 0.22526 / 0.27979
LUMO energy (alpha / beta), eV: -3.98 / -6.46
Spin multiplicity: 3
Net charge: +1

Last column: Löwdin charge in e.
CARTESIAN COORDINATES (ANGSTROEM)
C -1.051 1.424 1.192  -0.14
C -0.441 1.727 -1.251  -0.12
C 0.925 -1.698 -1.176  -0.17
C -1.079 0.918 -0.243  -0.29
C 0.684 -0.707 -0.118  -0.63
N 0.365 -1.630 1.118  0.07
I 2.356 0.474 0.620  1.03
H -0.071 1.769 1.502  0.01
H -1.594 2.389 1.283  0.09
H -1.486 0.800 2.006  0.08
H -0.983 2.623 -1.263  0.08
H 0.585 1.919 -0.898  0.01
H -0.296 1.197 -2.217  0.10
H 1.186 -1.441 -2.286  0.14
H -0.035 -2.105 -1.444  0.09
H 1.783 -2.395 -1.008  0.11
H -1.805 0.258 -0.340  0.05
H 0.711 -1.212 2.082  0.16
H 0.898 -2.543 1.132  0.17
H -0.652 -1.767 1.308  0.17

---

Number 1: calculated total energy -14978.451 eV, strongest force on any atom 3.7 eV Å⁻¹. Number 2: calculated total energy -14978.542 eV, strongest force on any atom 5.4 eV Å⁻¹. Number 3: calculated total energy -14973.623 eV, strongest force on any atom 5.1 eV Å⁻¹.